ORCA calculation (wB97M-V/def2-TZVPD) on a molecular structure, C17H26N3O2S4V.

```
! RIJCOSX wB97M-V def2-TZVPD def2/J DEFGRID3
* xyz -1 4
V 0.32 -1.31 0.22
N 2.47 0.33 3.71
C 1.93 -0.02 2.47
S 0.20 -0.32 2.42
N 2.74 -0.16 1.49
N 2.11 -0.53 0.30
C 2.95 -0.57 -0.75
C 2.55 -0.75 -2.10
C 3.52 -0.76 -3.12
C 3.19 -0.92 -4.46
C 1.86 -1.08 -4.83
C 0.87 -1.09 -3.84
C 1.18 -0.93 -2.50
O 0.20 -0.92 -1.60
H 1.83 0.83 4.30
H 3.37 0.78 3.61
H 4.01 -0.43 -0.54
H 4.56 -0.63 -2.84
H 3.97 -0.91 -5.21
H 1.59 -1.22 -5.87
H -0.17 -1.22 -4.10
C -3.35 2.19 -2.26
C -3.98 1.38 -1.12
S -2.85 0.57 0.03
C -2.39 1.93 1.12
C -1.52 3.04 0.53
S -0.06 2.47 -0.39
C -0.32 3.22 -2.02
C -0.62 2.29 -3.19
S -2.10 1.25 -3.17
H -2.90 3.11 -1.88
H -4.14 2.49 -2.95
H -4.57 0.57 -1.55
H -4.67 2.01 -0.56
H -1.83 1.43 1.92
H -3.29 2.37 1.57
H -1.18 3.67 1.35
H -2.11 3.68 -0.13
H 0.61 3.74 -2.27
H -1.07 4.01 -1.92
H 0.19 1.56 -3.29
H -0.62 2.90 -4.10
C -2.34 -3.44 -0.56
C -1.52 -3.58 0.72
C -2.24 -2.99 1.93
O -0.25 -3.01 0.55
H -3.38 -3.74 -0.40
H -1.92 -4.05 -1.36
H -2.33 -2.40 -0.90
H -1.37 -4.66 0.91
H -2.55 -1.96 1.74
H -1.58 -2.99 2.80
H -3.13 -3.58 2.16
*
```

Kohn-Sham gap (alpha / beta), hartree: 0.1568 / 0.2463
<S²>: 3.7998
Lowest unoccupied orbital energy (alpha / beta), eV: 2.390 / 2.388

In the natural (NBO) picture, each atom carries the following charge in e: 1.361 -0.827 0.264 -0.398 -0.400 -0.459 -0.017 -0.182 -0.192 -0.273 -0.256 -0.261 0.309 -0.801 0.373 0.374 0.181 0.192 0.193 0.193 0.208 -0.555 -0.551 0.254 -0.565 -0.538 0.255 -0.540 -0.537 0.209 0.208 0.209 0.224 0.207 0.262 0.202 0.217 0.198 0.226 0.199 0.256 0.202 -0.623 0.111 -0.629 -0.854 0.190 0.208 0.209 0.145 0.204 0.222 0.190


ORCA calculation (wB97M-V/def2-TZVPD) on 4 unconnected molecules or ions with the total composition C3H16NO3.

```
! RIJCOSX wB97M-V def2-TZVPD def2/J DEFGRID3
* xyz 1 1
C -2.35 1.13 -0.99
C -1.63 0.42 0.19
N -0.17 0.29 -0.13
C 0.12 -0.76 -1.15
H -1.64 1.08 -1.81
H -3.25 0.60 -1.29
H -2.72 2.12 -0.77
H -1.72 1.06 1.05
H -2.03 -0.58 0.26
H 0.47 0.17 0.68
H 0.09 1.26 -0.36
H 0.67 -0.31 -1.96
H -0.81 -1.09 -1.62
H 0.52 -1.65 -0.66
H 1.45 -0.69 2.54
H 2.76 -0.19 1.87
O 1.81 -0.16 1.83
H 2.36 2.16 0.19
H 1.89 3.44 0.83
O 1.58 2.70 0.31
H 0.32 -3.87 0.95
H 1.43 -3.77 -0.28
O 0.84 -3.35 0.34
*
```

Kohn-Sham gap, hartree: 0.4545
Lowest unoccupied orbital energy, eV: -2.798

In the natural (NBO) picture, each atom carries the following charge in e: -0.637 -0.220 -0.542 -0.458 0.209 0.241 0.242 0.230 0.221 0.477 0.452 0.229 0.223 0.278 0.499 0.503 -0.969 0.474 0.496 -0.962 0.503 0.501 -0.989


ORCA calculation (wB97M-V/def2-TZVPD) on 2 unconnected molecules or ions with the total composition H2NO4P.

```
! RIJCOSX wB97M-V def2-TZVPD def2/J DEFGRID3
* xyz 0 1
N 0.95 -0.12 -1.32
O 0.82 0.33 -0.13
O 0.66 0.42 -2.34
O 0.14 -2.61 -0.05
O -1.65 1.17 1.48
P 1.29 -1.77 -0.15
H -1.03 1.71 1.90
H -1.19 0.87 0.62
*
```

Kohn-Sham gap, hartree: 0.3625
Lowest unoccupied orbital energy, eV: -0.887

In the natural (NBO) picture, each atom carries the following charge in e: 0.275 -0.500 -0.275 -0.983 -0.941 1.486 0.463 0.476


ORCA calculation (wB97M-V/def2-TZVPD) on a single C4H7ClN2 molecule.

```
! RIJCOSX wB97M-V def2-TZVPD def2/J DEFGRID3
* xyz 0 1
C -0.99 -0.85 0.68
C -2.29 -0.56 -0.10
C -0.21 -2.18 0.26
C 0.95 2.19 0.06
N -0.04 0.13 0.29
N -0.17 1.30 0.44
Cl -3.01 0.87 0.06
H -1.14 -0.72 1.76
H 0.08 -2.15 -0.75
H -0.86 -3.04 0.39
H 0.63 -2.34 0.85
H 1.84 1.82 0.52
H 0.76 3.21 0.44
H 1.07 2.15 -0.93
*
```

Kohn-Sham gap (alpha / beta), hartree: 0.2722 / 0.2692
Lowest unoccupied orbital energy (alpha / beta), eV: -0.501 / -0.431

In the natural (NBO) picture, each atom carries the following charge in e: -0.251 -0.056 -0.573 -0.445 -0.173 -0.134 0.142 0.239 0.218 0.206 0.210 0.205 0.206 0.207


ORCA calculation (wB97M-V/def2-TZVPD) on 2 unconnected molecules or ions with the total composition C4H14NO.

```
! RIJCOSX wB97M-V def2-TZVPD def2/J DEFGRID3
* xyz 2 2
C 0.37 1.54 -1.11
C -0.23 0.23 -0.98
N 0.42 -0.68 0.02
C 1.92 -0.65 0.14
C -1.85 0.34 -0.75
H 0.34 2.19 -0.20
H -0.12 2.10 -1.90
H 1.47 1.43 -1.27
H -0.28 -0.36 -1.94
H -0.02 -0.36 0.91
H 0.00 -1.60 -0.14
H 2.17 0.07 0.90
H 2.23 -1.63 0.52
H 2.36 -0.45 -0.85
H -2.42 -0.36 -1.36
H -2.18 1.36 -0.96
H -1.96 0.10 0.33
H -0.83 -1.87 2.92
H -0.83 -0.37 3.19
O -0.57 -1.03 2.52
*
```

Kohn-Sham gap (alpha / beta), hartree: 0.4770 / 0.1835
<S²>: 0.7531
Lowest unoccupied orbital energy (alpha / beta), eV: -7.294 / -15.201

In the natural (NBO) picture, each atom carries the following charge in e: -0.658 0.051 -0.546 -0.426 -0.468 0.344 0.302 0.359 0.382 0.497 0.455 0.257 0.283 0.247 0.282 0.284 0.300 0.527 0.516 -0.987


ORCA calculation (wB97M-V/def2-TZVPD) on a molecular structure, C24H38CoN3O2.

```
! RIJCOSX wB97M-V def2-TZVPD def2/J DEFGRID3
* xyz 2 5
Co -0.16 -0.09 0.11
C -0.82 0.08 2.39
C -1.02 1.24 1.66
C -2.08 0.97 0.65
C -2.44 -0.36 0.75
C -1.70 -0.93 1.85
C -1.89 -2.29 2.40
C -3.56 -1.07 0.04
C -2.67 2.02 -0.23
C -0.40 2.58 1.92
C 0.07 -0.11 3.57
H -1.05 -2.61 3.02
H -2.07 -3.03 1.61
H -2.79 -2.30 3.04
H -3.94 -0.50 -0.80
H -4.40 -1.21 0.73
H -3.27 -2.06 -0.31
H -1.92 2.65 -0.69
H -3.31 2.67 0.37
H -3.29 1.59 -1.02
H -0.46 3.24 1.06
H 0.64 2.49 2.22
H -0.93 3.08 2.74
H -0.50 -0.49 4.41
H 0.53 0.83 3.88
H 0.87 -0.82 3.37
C -0.74 -4.40 -4.15
C -1.99 -3.81 -3.52
N -2.71 -2.86 -4.37
C -3.90 -3.36 -5.10
C -3.56 -4.31 -6.23
C -2.23 -1.65 -4.72
O -2.66 -0.94 -5.61
C -1.08 -1.08 -3.93
C 0.07 -0.67 -4.59
C 1.06 0.01 -3.90
C 0.86 0.29 -2.56
N -0.27 -0.07 -1.91
C -1.21 -0.75 -2.59
H -0.30 -5.16 -3.50
H 0.02 -3.63 -4.33
H -0.97 -4.87 -5.11
H -1.73 -3.33 -2.57
H -2.70 -4.60 -3.28
H -4.42 -2.49 -5.48
H -4.54 -3.85 -4.36
H -2.87 -3.85 -6.93
H -4.47 -4.56 -6.78
H -3.12 -5.25 -5.87
H 0.17 -0.87 -5.65
H 1.96 0.35 -4.39
H 1.59 0.85 -1.99
H -2.11 -1.00 -2.05
C 3.82 -3.63 0.01
N 2.55 -2.90 0.17
C 1.32 -3.68 0.01
C 2.53 -1.63 0.48
C 3.81 -0.87 0.62
O 1.43 -1.01 0.69
H 3.58 -4.65 -0.30
H 4.37 -3.68 0.94
H 4.43 -3.17 -0.76
H 1.12 -4.28 0.90
H 1.43 -4.34 -0.84
H 0.47 -3.02 -0.16
H 4.56 -1.43 1.17
H 3.62 0.07 1.12
H 4.23 -0.66 -0.37
*
```

Kohn-Sham gap (alpha / beta), hartree: 0.3149 / 0.2210
<S²>: 6.0147
Lowest unoccupied orbital energy (alpha / beta), eV: -5.594 / -8.149

In the natural (NBO) picture, each atom carries the following charge in e: 1.550 -0.062 -0.103 -0.024 -0.121 0.095 -0.683 -0.660 -0.664 -0.663 -0.655 0.247 0.241 0.275 0.240 0.262 0.228 0.241 0.268 0.243 0.240 0.243 0.268 0.254 0.245 0.239 -0.622 -0.211 -0.425 -0.217 -0.625 0.644 -0.573 -0.137 -0.068 -0.231 0.038 -0.638 0.106 0.220 0.198 0.236 0.174 0.225 0.242 0.199 0.222 0.240 0.203 0.261 0.257 0.212 0.209 -0.421 -0.353 -0.413 0.732 -0.714 -0.850 0.237 0.230 0.228 0.230 0.229 0.205 0.260 0.255 0.259


| no. | E (eV) |
| --- | --- |
| 1 | -95647.6813 |
| 2 | -10996.8864 |
| 3 | -18998.0488 |
| 4 | -19758.3762 |
| 5 | -7890.8415 |
| 6 | -71683.0934 |